This record from OMol25 describes a 2-piece molecular cluster, C4H12O2 overall in a non-equilibrium geometry. The level of theory is wB97M-V/def2-TZVPD.

Output
- Charge: 0
- DFT total energy: -8436.5166 eV
- HOMO: -10.01 eV
- F_max: 3.742 eV/A

```
18
Properties=species:S:1:pos:R:3:nbo_charge:R:1
C 2.53 -0.36 -0.06 -0.64
C 1.13 -0.92 0.02 -0.06
C -0.17 1.14 0.48 -0.07
C -1.08 2.21 -0.22 -0.63
H 2.59 0.42 0.69 0.20
H 2.68 0.07 -1.01 0.22
H 3.23 -1.09 0.28 0.22
H 0.90 -1.32 0.99 0.17
H 1.10 -1.76 -0.73 0.18
H -0.57 0.86 1.49 0.16
H 0.83 1.54 0.73 0.16
H -0.97 3.18 0.27 0.21
H -0.64 2.27 -1.19 0.22
H -2.19 2.02 -0.28 0.22
H -1.79 -2.66 -0.32 0.47
H -1.65 -1.24 0.36 0.48
O 0.05 -0.01 -0.37 -0.57
O -2.31 -1.83 0.05 -0.94
```